ORCA calculation (the ωB97M-V functional and the def2-TZVPD basis) on a single C19H31Br2IO3 molecule.

```
56
Properties=species:S:1:pos:R:3
C 2.27676 -0.85897 3.92097
C 1.77760 -0.59034 2.50042
C 2.79301 -0.70308 1.34676
I 4.27153 -2.19359 1.84133
C 2.20669 -1.04704 -0.06705
C 3.34931 -0.90654 -1.11353
C 3.77603 -2.03349 -2.08470
C 4.81224 -3.01425 -1.54812
Br 2.36337 -3.10899 -2.90119
O 1.60746 -2.32957 0.04950
C 0.25825 -2.20977 -0.03811
O -0.49956 -3.09594 -0.20612
O -0.08053 -0.89418 0.14546
C 0.98170 -0.11917 -0.43868
Br 0.56260 -0.15713 -2.35340
C 0.93618 1.28821 0.16619
C 0.20681 2.41814 -0.57178
C -1.31045 2.47346 -0.28061
C -1.77793 3.91786 -0.03825
C -2.13899 1.77226 -1.37035
C -3.67406 1.95899 -1.26458
C -4.38034 0.62003 -1.20425
C -4.26271 -0.24740 -0.20791
C -4.59864 -1.71352 -0.37927
C -3.75399 0.13769 1.15429
H 3.23361 -0.38054 4.12587
H 2.32396 -1.91935 4.15518
H 1.55625 -0.41838 4.61415
H 1.44083 0.44499 2.50897
H 0.90626 -1.21581 2.31435
H 3.34198 0.23351 1.27571
H 4.26284 -0.65639 -0.57251
H 3.11219 -0.03082 -1.71477
H 4.23855 -1.52623 -2.92812
H 5.58981 -2.47105 -1.00925
H 4.36941 -3.77376 -0.90998
H 5.29227 -3.49848 -2.39836
H 1.96670 1.59052 0.35955
H 0.41634 1.16300 1.11154
H 0.63417 3.34306 -0.17767
H 0.41341 2.42160 -1.64136
H -1.49237 1.92961 0.65282
H -2.65504 3.93179 0.60937
H -1.01545 4.50017 0.47982
H -2.06309 4.41750 -0.96637
H -1.76941 2.08672 -2.34977
H -1.95672 0.70248 -1.27876
H -3.92939 2.54007 -0.37732
H -4.03769 2.48899 -2.14401
H -5.02079 0.36744 -2.04429
H -5.67153 -1.90344 -0.45697
H -4.19211 -2.28667 0.45312
H -4.12887 -2.09343 -1.28508
H -4.41115 -0.30480 1.90523
H -2.75096 -0.26303 1.34166
H -3.70635 1.21709 1.29028
```

Net charge: 0
SMILES string: CC[C@@H](I)[C@@]1(C[C@@H](C)Br)OC(=O)O[C@@]1(Br)CC[C@@H](C)CCC=C(C)C
Molar mass (g mol⁻¹): 594.17

=====

ORCA calculation (the ωB97M-V functional and the def2-TZVPD basis) on a molecular structure, C19H31CeClN2O.

```
55
Properties=species:S:1:pos:R:3
C 0.19284 0.80711 -6.11228
C 1.56837 1.31781 -6.09981
C -0.05046 -0.59994 -6.45845
C -0.92770 1.75445 -6.13208
Cl 0.26518 1.19741 -2.30850
H -0.05853 -0.73450 -7.55675
H -1.02296 -0.96269 -6.08945
H 0.72717 -1.27306 -6.06352
H 1.89376 1.58011 -7.12457
H 2.29062 0.57863 -5.71773
H 1.67312 2.22644 -5.48660
H -1.12356 2.10135 -7.16437
H -0.73115 2.65076 -5.52354
H -1.86513 1.30664 -5.76516
C 2.34173 -1.52609 0.95202
C 1.53908 -2.52343 0.32663
C 1.51849 -2.26208 -1.09627
H 1.09533 -3.37403 0.84729
C 2.33529 -1.11107 -1.32601
C 2.83817 -0.65926 -0.06524
H 3.56325 0.15480 0.08028
H 2.60551 -1.50990 2.00797
H 1.00426 -2.84745 -1.86370
H 2.53692 -0.63832 -2.29272
C -2.46131 0.64790 0.79630
C -2.38586 -0.70477 1.22530
C -2.34008 -1.53917 0.05661
H -2.54024 -1.06504 2.24940
C -2.41489 -0.67960 -1.09389
C -2.49478 0.67224 -0.63342
H -2.58836 1.54624 -1.27849
H -2.52358 1.51630 1.45300
H -2.36347 -2.62739 0.03724
H -2.48080 -1.02731 -2.12836
Ce 0.15082 -0.21318 -0.07974
C 0.38272 2.73435 3.16304
N 0.18746 1.53100 3.96682
C 0.22184 1.71271 5.41402
C 0.14365 0.32139 3.40076
O 0.26693 0.20323 2.11746
N -0.04424 -0.74882 4.23288
C 0.58744 -2.03560 3.94160
C -1.20260 -0.80632 5.12628
H -0.30954 3.50341 3.53818
H 0.20667 2.52523 2.10729
H 1.39457 3.13254 3.31964
H -0.79838 1.68797 5.84143
H 0.85555 0.94952 5.89983
H 0.65128 2.69488 5.60529
H 1.67684 -1.91711 3.93255
H 0.30690 -2.70785 4.75369
H 0.25734 -2.44707 2.98131
H -1.93428 -0.00042 4.92778
H -1.72315 -1.77351 4.97164
H -0.89400 -0.73939 6.18713
```

Net charge: +2
Molar mass (g mol⁻¹): 479.04

=====

ORCA calculation (the ωB97M-V functional and the def2-TZVPD basis) on a molecular structure, C19H31F3N10O3PRhS3.

```
71
Properties=species:S:1:pos:R:3
Rh -0.37449 -0.58193 0.86830
C -3.64557 -4.39563 -1.26955
N -2.50503 -3.83428 -0.54057
C -1.59035 -4.56454 0.16261
C -0.70522 -3.67918 0.68997
N -1.07316 -2.41340 0.31434
C -2.17547 -2.53532 -0.44154
P -3.17092 -1.19225 -1.18867
C -1.74410 -0.38832 -1.94611
N -0.56622 -0.33386 -1.33554
C 0.34469 0.00064 -2.30108
C -0.30157 0.16760 -3.48842
N -1.62384 -0.08604 -3.25305
C -2.68714 -0.04196 -4.25721
C -3.30545 -0.27820 0.35593
N -2.37736 -0.33991 1.30727
C -2.93776 0.19142 2.44075
C -4.20840 0.58331 2.15376
N -4.43105 0.27633 0.84090
C -5.67164 0.53385 0.10862
H -3.63744 -5.47054 -1.11820
H -3.55310 -4.18290 -2.33154
H -4.57535 -3.98794 -0.88146
H -1.64162 -5.63735 0.22150
H 0.16419 -3.89804 1.27940
H 1.39827 0.03886 -2.11265
H 0.06486 0.41062 -4.47060
H -2.22281 0.01534 -5.23680
H -3.31330 0.83367 -4.10316
H -3.28859 -0.94600 -4.20287
H -2.41108 0.25595 3.37158
H -4.95929 1.05383 2.76364
H -6.34397 1.06899 0.77172
H -6.13377 -0.40403 -0.19167
H -5.46813 1.15192 -0.76208
N 1.29843 0.11925 4.41417
C 1.52049 -1.04844 3.85713
N 2.55456 -1.78484 4.24748
S 0.44825 -1.82624 2.71732
H 1.97224 0.53415 5.04034
H 0.61389 0.73268 3.98218
H 3.16819 -1.49940 4.99448
H 2.71233 -2.67563 3.80781
C 2.85998 2.71207 -2.97053
C 2.53364 3.03677 -1.52063
N 1.94214 1.91050 -0.79725
C 2.61127 0.88115 -0.31796
S 1.93930 -0.42416 0.64235
N 3.92454 0.78744 -0.53459
C 4.83803 -0.26922 -0.08507
C 6.17690 -0.09114 -0.77373
H 3.36480 3.55739 -3.43600
H 1.94626 2.51416 -3.53054
H 3.51070 1.84123 -3.06665
H 1.80098 3.83931 -1.46942
H 3.40941 3.40424 -0.97593
H 0.98609 2.00763 -0.45431
H 4.36786 1.59138 -0.95472
H 4.39709 -1.23480 -0.32791
H 4.94415 -0.21447 1.00012
H 6.07366 -0.15881 -1.85718
H 6.86775 -0.86879 -0.45387
H 6.63171 0.86923 -0.52425
F 0.50323 4.48563 3.25247
C 0.84631 3.58346 2.35617
F 1.84638 2.84185 2.84510
F 1.29112 4.20498 1.25954
S -0.61622 2.50699 1.92684
O -1.75160 3.24322 2.37490
O -0.52109 2.26606 0.48757
O -0.34161 1.23446 2.62702
```

Net charge: +2
Molar mass (g mol⁻¹): 734.60

=====

Number 1: gap between HOMO and LUMO 8.62 eV, HOMO -8.5 eV. Number 2: gap between HOMO and LUMO 6.09 eV, HOMO -13.9 eV. Number 3: gap between HOMO and LUMO 7.95 eV, HOMO -14.0 eV.